# 1
DFT (ωB97M-V/def2-TZVPD) results for C19H19BrIIrN5O5S as an isolated structure.

Last column: natural (NBO) charge in e.
Positions of all 52 atoms, in Å:
1 Ir 0.226 -0.541 -1.536  1.195
2 C 2.453 2.705 -4.890  -0.675
3 C 2.967 1.567 -4.095  0.372
4 N 4.185 1.140 -4.048  -0.214
5 N 4.163 0.083 -3.178  -0.345
6 C 2.957 -0.159 -2.676  0.245
7 S 2.403 -1.317 -1.566  0.021
8 N 2.180 0.786 -3.263  -0.230
9 N 0.807 0.887 -2.989  -0.588
10 H 3.278 3.141 -5.446  0.277
11 H 2.021 3.465 -4.237  0.248
12 H 1.689 2.378 -5.596  0.243
13 H 5.015 -0.413 -2.972  0.448
14 H 0.631 1.780 -2.508  0.434
15 H 0.277 0.847 -3.857  0.415
16 Br -4.142 -6.142 2.626  0.078
17 C -2.522 -5.227 2.292  -0.093
18 C -1.385 -5.569 3.009  -0.209
19 C -0.198 -4.896 2.761  -0.205
20 C -0.147 -3.891 1.807  -0.188
21 C -1.295 -3.558 1.097  -0.105
22 C -2.490 -4.228 1.339  -0.208
23 C -1.301 -2.479 0.062  0.768
24 O -2.316 -2.136 -0.516  -0.663
25 O -0.120 -1.923 -0.126  -0.743
26 H -1.430 -6.354 3.751  0.235
27 H 0.691 -5.161 3.318  0.225
28 H 0.776 -3.365 1.611  0.228
29 H -3.373 -3.960 0.777  0.247
30 N -3.697 0.623 -0.957  -0.732
31 C -2.392 0.499 -0.831  0.765
32 O -1.703 0.166 -1.827  -0.671
33 C -1.740 0.806 0.485  -0.548
34 I 0.352 4.076 -1.110  0.451
35 H -4.140 0.316 -1.809  0.425
36 H -4.272 0.888 -0.177  0.419
37 H -1.462 -0.123 0.981  0.280
38 H -2.419 1.351 1.140  0.250
39 O -0.983 2.754 -0.511  -0.737
40 C -0.473 1.655 0.273  0.518
41 O 0.554 1.014 -0.394  -0.675
42 C 0.060 2.132 1.615  -0.119
43 C -0.497 3.245 2.235  -0.158
44 C -0.041 3.646 3.482  -0.220
45 C 0.962 2.929 4.118  -0.191
46 C 1.508 1.810 3.507  -0.200
47 C 1.059 1.409 2.257  -0.190
48 H -1.287 3.800 1.743  0.214
49 H -0.472 4.517 3.958  0.224
50 H 1.315 3.241 5.092  0.225
51 H 2.286 1.247 4.005  0.223
52 H 1.483 0.541 1.772  0.230

Atoms 1-6, force components in eV/Å:
Ir -0.128 0.304 -0.172
C 0.001 0.007 -0.003
C 0.005 0.017 0.056
N 0.005 -0.019 -0.035
N -0.011 0.005 0.023
C -0.110 0.135 -0.091

The calculation puts the molecular weight at 828.5 Da. The calculation puts the gap between HOMO and LUMO at 7.05 eV. The energy comes out at -4759.4475 Eh. As for the charge: +1.



# 2
DFT (ωB97M-V/def2-TZVPD) results for C18H12AsCl2NO8RhS2 as an isolated structure at a distorted geometry.

Last column: natural (NBO) charge in e.
Positions of all 45 atoms, in Å:
1 Rh -0.877 -0.943 0.628  1.130
2 Cl -0.704 -3.633 0.280  0.081
3 C -0.943 -3.552 -1.434  -0.059
4 C -0.270 -4.426 -2.261  -0.226
5 C -0.413 -4.309 -3.634  -0.200
6 C -1.215 -3.317 -4.169  -0.224
7 C -1.888 -2.448 -3.326  -0.078
8 Cl -2.869 -1.207 -4.019  0.016
9 C -1.779 -2.544 -1.932  -0.158
10 S -2.671 -1.484 -0.864  0.081
11 H 0.372 -5.180 -1.826  0.230
12 H 0.119 -4.984 -4.292  0.215
13 H -1.318 -3.206 -5.240  0.223
14 O 2.769 0.070 -1.304  -0.653
15 C 1.613 -0.074 -0.933  0.749
16 O 1.103 -1.092 -0.359  -0.763
17 C 0.607 1.040 -1.211  0.099
18 C 0.965 2.205 -1.862  -0.224
19 C -0.025 3.137 -2.134  -0.153
20 C -1.329 2.875 -1.750  -0.220
21 C -1.605 1.692 -1.086  0.099
22 N -0.650 0.803 -0.843  -0.388
23 H 1.999 2.347 -2.140  0.246
24 H 0.223 4.062 -2.639  0.212
25 H -2.120 3.588 -1.926  0.225
26 H -2.600 1.447 -0.744  0.244
27 O -2.160 2.206 3.807  -1.004
28 As -1.390 1.842 2.280  2.442
29 O -1.587 3.193 1.387  -1.187
30 O -2.139 0.492 1.581  -1.101
31 C 0.527 1.520 2.455  -0.337
32 C 1.340 2.549 1.996  -0.221
33 C 2.712 2.375 1.929  -0.205
34 C 3.281 1.156 2.269  -0.192
35 C 2.482 0.124 2.725  -0.169
36 C 1.111 0.310 2.831  -0.391
37 S 0.161 -0.982 3.628  2.424
38 O -0.940 -0.316 4.288  -1.013
39 O 1.073 -1.663 4.513  -0.968
40 O -0.315 -1.900 2.549  -1.011
41 H -2.110 1.371 4.307  0.512
42 H 0.865 3.473 1.687  0.251
43 H 3.340 3.192 1.593  0.210
44 H 4.350 1.017 2.178  0.214
45 H 2.902 -0.828 3.020  0.245

Atoms 1-6, force components in eV/Å:
Rh -0.506 4.033 -1.730
Cl 0.080 -0.770 -0.102
C -0.054 0.218 -0.162
C 0.052 -0.057 0.140
C -0.011 0.011 -0.043
C -0.028 -0.037 -0.057

The calculation puts the molecular weight at 683.2 Da. The calculation puts the gap between HOMO and LUMO (spin up / spin down) at 6.77 / 6.74 eV. The energy comes out at -5413.0010 Eh. As for the charge: -1.



# 3
DFT (ωB97M-V/def2-TZVPD) results for C9H19N3O3 as an isolated structure at a distorted geometry.

Last column: natural (NBO) charge in e.
Positions of all 34 atoms, in Å:
1 C -2.108 2.026 -0.299  -0.191
2 C -0.891 1.068 -0.436  0.661
3 C -1.408 3.445 -0.222  -0.698
4 C -0.291 -1.198 -0.223  -0.182
5 C -1.463 -2.250 -0.252  0.802
6 C 0.470 -1.546 1.152  -0.395
7 C 1.576 -0.493 1.270  -0.452
8 C 2.652 -0.566 0.044  -0.446
9 C 3.572 0.674 0.321  -0.281
10 H -2.006 1.402 1.706  0.365
11 H -3.372 2.812 1.257  0.373
12 H -2.802 1.948 -1.153  0.221
13 H -0.498 3.271 -1.092  0.269
14 H -0.850 3.971 0.790  0.257
15 H -2.192 4.227 -1.018  0.211
16 H -2.391 -0.385 -0.029  0.477
17 H 0.271 -1.066 -1.134  0.260
18 H -0.488 -1.633 1.873  0.236
19 H 0.936 -2.759 1.320  0.214
20 H 2.288 -0.580 2.161  0.212
21 H 1.399 0.575 1.267  0.234
22 H 3.008 -1.722 -0.201  0.229
23 H 2.075 -0.144 -0.730  0.234
24 H 2.930 1.749 0.017  0.196
25 H 4.161 1.069 1.308  0.219
26 H 4.006 -0.233 -1.728  0.296
27 H 5.807 0.214 0.071  0.300
28 H -1.787 -3.988 -0.667  0.494
29 N -2.910 1.684 0.840  -0.825
30 N -1.100 -0.035 0.229  -0.655
31 N 4.618 0.735 -0.661  -0.729
32 O 0.236 1.309 -0.959  -0.666
33 O -2.565 -2.143 0.165  -0.592
34 O -1.097 -3.212 -1.083  -0.648

Atoms 1-6, force components in eV/Å:
C 2.073 2.229 0.144
C 2.205 2.125 -1.360
C 0.999 2.305 -4.756
C -2.717 -1.111 4.206
C 3.376 1.445 -3.244
C -0.767 -2.864 0.404

The calculation puts the molecular weight at 217.3 Da. The calculation puts the gap between HOMO and LUMO at 8.90 eV. The energy comes out at -743.8132 Eh.



# 4
DFT (ωB97M-V/def2-TZVPD) results for C19H13N3O3SSc as an isolated structure.

Last column: natural (NBO) charge in e.
Positions of all 40 atoms, in Å:
1 Sc 0.661 0.029 1.062  1.828
2 C -1.804 -3.507 -0.157  -0.251
3 C -0.870 -4.296 -0.816  -0.106
4 C 0.451 -3.893 -0.873  -0.231
5 C 0.836 -2.707 -0.258  0.229
6 N -0.082 -1.952 0.386  -0.590
7 C -1.366 -2.339 0.423  0.079
8 C 2.215 -2.159 -0.287  -0.020
9 C 3.289 -2.915 -0.744  -0.198
10 C 4.562 -2.363 -0.778  -0.185
11 C 4.768 -1.058 -0.357  -0.191
12 C 3.695 -0.308 0.111  -0.197
13 C 2.404 -0.835 0.163  -0.551
14 H -2.849 -3.777 -0.109  0.246
15 H -1.176 -5.214 -1.299  0.237
16 H 1.177 -4.484 -1.410  0.235
17 H -2.063 -1.671 0.916  0.223
18 H 3.154 -3.938 -1.070  0.213
19 H 5.393 -2.956 -1.135  0.228
20 H 5.760 -0.626 -0.391  0.226
21 H 3.882 0.711 0.434  0.210
22 O 0.479 2.149 1.116  -0.710
23 C -0.580 2.109 0.409  0.662
24 N -1.003 0.912 0.005  -0.963
25 S -2.397 1.012 -0.907  2.310
26 O -3.452 0.377 -0.178  -0.912
27 O -2.115 0.625 -2.249  -0.888
28 C -2.492 2.777 -0.758  -0.212
29 C -3.441 3.630 -1.276  -0.202
30 C -3.277 4.988 -1.016  -0.154
31 C -2.202 5.462 -0.268  -0.188
32 C -1.253 4.588 0.246  -0.134
33 C -1.419 3.240 -0.012  -0.194
34 H -4.275 3.264 -1.859  0.248
35 H -4.001 5.690 -1.405  0.237
36 H -2.107 6.523 -0.089  0.236
37 H -0.411 4.942 0.827  0.242
38 N 0.634 -0.692 4.580  -0.549
39 C 0.627 -0.465 3.456  0.259
40 H 0.650 -0.873 5.568  0.482

Atoms 1-6, force components in eV/Å:
Sc 0.012 -0.071 -0.138
C 0.008 -0.020 -0.014
C -0.034 0.011 0.010
C 0.010 0.018 0.015
C 0.031 -0.015 -0.009
N -0.035 0.008 0.040

The calculation puts the molecular weight at 408.4 Da. The calculation puts the gap between HOMO and LUMO at 8.02 eV. The energy comes out at -2280.5934 Eh. As for the charge: +1.



# 5
DFT (ωB97M-V/def2-TZVPD) results for one molecule with the formula C5H9NO at a distorted geometry.

Last column: natural (NBO) charge in e.
Positions of all 16 atoms, in Å:
1 C 0.620 1.517 0.703  -0.603
2 C 0.239 0.277 -0.187  -0.289
3 C 0.802 -1.082 0.271  -0.605
4 C -1.250 -0.021 -0.144  0.261
5 N -1.969 -0.433 -1.118  -0.540
6 C -3.294 -0.449 -0.607  0.515
7 O -3.437 0.136 0.439  -0.565
8 H 0.420 2.541 0.223  0.225
9 H 1.676 1.305 1.016  0.219
10 H -0.112 1.378 1.518  0.200
11 H 0.616 0.516 -1.164  0.210
12 H 0.063 -1.833 0.424  0.217
13 H 1.432 -1.063 1.171  0.212
14 H 1.394 -1.442 -0.512  0.225
15 H -1.516 0.090 0.842  0.173
16 H -4.069 -0.931 -1.200  0.143

Atoms 1-6, force components in eV/Å:
C -0.802 -1.031 -0.235
C -0.546 0.622 -0.377
C 0.714 0.855 1.090
C 3.825 0.272 -2.995
N 0.100 0.295 0.198
C 1.114 0.722 0.974

The calculation puts the molecular weight at 99.1 Da. The calculation puts the gap between HOMO and LUMO at 10.26 eV. The energy comes out at -325.8379 Eh. Its structure (SMILES) is CC(C)/C=N/C=O.



# 6
DFT (ωB97M-V/def2-TZVPD) results for C5H11N3 as an isolated structure at a distorted geometry.

Last column: natural (NBO) charge in e.
Positions of all 19 atoms, in Å:
1 C 1.106 -1.036 -1.604  -0.442
2 C -1.118 -0.911 1.335  -0.634
3 N -0.128 -1.069 -0.884  -0.484
4 C -0.226 -0.269 0.286  -0.010
5 N 0.773 1.203 1.968  -0.775
6 C -1.125 0.490 -1.039  0.271
7 C 0.692 0.704 0.714  0.063
8 N -0.926 1.363 -1.931  -0.729
9 H 0.184 0.836 2.696  0.395
10 H 1.175 2.111 2.125  0.396
11 H 0.043 1.557 -2.164  0.337
12 H -2.145 0.259 -0.751  0.188
13 H 1.361 1.165 0.000  0.197
14 H 1.087 -0.284 -2.416  0.176
15 H 1.251 -2.016 -2.063  0.210
16 H 2.030 -0.830 -1.027  0.173
17 H -0.522 -1.540 2.001  0.223
18 H -1.836 -1.561 0.837  0.243
19 H -1.676 -0.171 1.916  0.202

Atoms 1-6, force components in eV/Å:
C 0.460 0.320 -0.557
C -0.116 0.353 -0.219
N -1.080 1.291 0.023
C 1.251 0.586 1.752
N 0.010 0.075 0.352
C 0.233 -1.509 -1.096

The calculation puts the molecular weight at 113.2 Da. The calculation puts the gap between HOMO and LUMO at 7.36 eV. The energy comes out at -361.2323 Eh.



# 7
DFT (ωB97M-V/def2-TZVPD) results for C15H28I2O4S2TiTl as an isolated structure at a distorted geometry.

Last column: Mulliken spin population.
Positions of all 53 atoms, in Å:
1 I 2.884 -0.056 -0.483  -0.312
2 I 2.670 3.138 -0.898  0.538
3 Tl -2.370 2.731 -0.609  0.003
4 Ti 0.240 -0.098 -0.194  -0.130
5 S 0.054 1.988 0.816  0.625
6 S -0.400 1.017 -2.012  0.128
7 C -1.220 -0.089 1.351  0.006
8 C 0.775 2.698 2.491  -0.013
9 C -0.134 0.631 -3.936  0.015
10 C 0.662 4.203 2.368  0.015
11 C -0.120 2.164 3.602  0.056
12 C 2.207 2.249 2.631  0.016
13 C 0.332 1.915 -4.601  -0.001
14 C -1.528 0.236 -4.414  0.000
15 C 0.908 -0.462 -4.040  0.000
16 C -4.044 2.502 1.934  0.000
17 C -4.826 1.656 -1.879  0.001
18 O -2.115 -0.081 2.118  0.048
19 O -4.376 2.719 3.006  0.000
20 O -5.606 1.397 -2.675  0.000
21 H -0.380 4.514 2.219  -0.001
22 H 1.264 4.560 1.522  -0.001
23 H 1.031 4.680 3.290  0.000
24 H -1.178 2.341 3.379  -0.001
25 H 0.108 2.690 4.546  0.008
26 H 0.022 1.088 3.762  -0.002
27 H 2.305 1.159 2.658  -0.003
28 H 2.628 2.659 3.563  0.000
29 H 2.810 2.620 1.792  -0.002
30 H 0.459 1.757 -5.683  0.000
31 H 1.292 2.243 -4.192  0.001
32 H -0.395 2.723 -4.473  0.001
33 H -1.557 0.120 -5.509  0.003
34 H -2.269 0.999 -4.130  0.001
35 H -1.849 -0.720 -3.980  0.002
36 H 1.074 -0.734 -5.091  0.000
37 H 0.613 -1.369 -3.504  0.000
38 H 1.860 -0.131 -3.617  0.000
39 C -0.553 -3.945 -2.148  0.002
40 C -1.032 -2.619 -1.584  -0.007
41 O -0.152 -2.129 -0.543  0.004
42 C 0.148 -3.089 0.498  -0.004
43 C -1.100 -3.709 1.094  -0.001
44 H 0.529 -3.953 -2.316  -0.001
45 H -1.034 -4.103 -3.117  0.000
46 H -0.847 -4.793 -1.517  0.000
47 H -1.069 -1.843 -2.357  0.004
48 H -2.047 -2.690 -1.170  0.002
49 H 0.800 -3.842 0.042  0.000
50 H 0.734 -2.543 1.245  -0.001
51 H -1.739 -4.205 0.359  0.000
52 H -0.789 -4.482 1.798  0.000
53 H -1.699 -2.976 1.641  0.000

Atoms 1-6, force components in eV/Å:
I 0.570 1.792 -0.264
I 0.126 -1.795 0.056
Tl -1.437 1.157 -0.376
Ti -0.136 -1.069 -2.493
S 1.271 0.816 0.798
S 0.477 -1.108 0.920

The calculation puts the molecular weight at 842.6 Da. Its expectation value of S² is 0.91. The calculation puts the gap between HOMO and LUMO (spin up / spin down) at 5.30 / 5.36 eV. The energy comes out at -3301.3403 Eh. As for the charge: +4. The spin multiplicity is 2.



# 8
DFT (ωB97M-V/def2-TZVPD) results for an isolated ion of composition C6H13N4O and charge +1 at a distorted geometry.

Last column: natural (NBO) charge in e.
Positions of all 24 atoms, in Å:
1 O -0.446 -0.343 1.692  -0.531
2 N -0.857 -0.272 0.418  0.124
3 N 0.143 -0.116 -0.701  -0.227
4 C 1.093 1.001 -0.237  -0.281
5 C 2.402 0.194 0.181  -0.264
6 N 1.860 -1.215 0.355  -0.654
7 C 0.908 -1.328 -0.826  -0.120
8 C -1.844 -1.352 0.013  0.212
9 N -2.966 -1.028 -0.378  -0.285
10 C -3.249 0.387 -0.282  -0.303
11 C -1.956 1.023 0.312  -0.214
12 H 0.549 -0.534 1.668  0.526
13 H 0.822 1.608 0.576  0.236
14 H 1.171 1.635 -1.092  0.242
15 H 3.054 0.067 -0.708  0.207
16 H 2.864 0.472 1.144  0.237
17 H 2.720 -1.740 0.210  0.398
18 H 1.226 -1.144 -1.869  0.219
19 H 0.482 -2.311 -0.755  0.237
20 H -1.576 -2.391 0.029  0.230
21 H -4.136 0.593 0.322  0.254
22 H -3.543 0.634 -1.382  0.251
23 H -1.719 1.922 -0.456  0.267
24 H -2.026 1.331 1.318  0.236

Atoms 1-6, force components in eV/Å:
O 1.873 -0.338 1.400
N -3.344 2.524 -3.484
N -2.112 1.031 2.926
C 1.710 -2.557 -1.047
C -1.173 -0.862 -1.050
N 0.292 1.207 -1.513

The calculation puts the molecular weight at 157.2 Da. The calculation puts the gap between HOMO and LUMO at 11.47 eV. The energy comes out at -530.2516 Eh. As for the charge: +1. Its structure (SMILES) is O[N@@+]1(N2CCNC2)C=NCC1.